Molecular formula: C33H55N4O19S2
Method: DFT, ωB97M-V/def2-TZVPD

```
113
Properties=species:S:1:pos:R:3:forces:R:3:lowdin_charge:R:1
C -4.857 -3.982 0.836 0.1595 -0.0337 0.2633 -0.102
C -3.897 -3.249 1.765 0.5361 0.4604 -0.4936 -0.225
C -2.379 -3.459 1.477 -0.5710 -0.4418 0.3697 -0.178
N -2.057 -4.041 0.169 0.3951 0.5820 -0.1944 -0.023
C -1.514 -3.122 -0.797 -0.2999 -0.9304 -0.3877 -0.791
S -1.004 -4.135 -2.261 0.4746 0.1510 -0.0065 0.859
C -2.625 -2.145 -1.237 -0.5923 0.2589 0.0113 -0.074
N -2.154 -0.729 -1.369 0.7329 -0.8434 0.3280 0.148
C -1.412 -0.343 -0.105 0.0271 0.6382 -0.5092 -0.264
N -1.135 1.083 -0.214 -0.4669 -0.7034 0.1413 0.095
C -1.971 1.789 0.336 -0.0689 0.4278 -0.0023 -0.753
S -3.067 2.661 0.985 0.1883 0.1482 0.0494 0.900
C -0.137 -1.143 -0.116 0.8989 0.1288 0.5648 -0.250
C 0.652 -0.993 1.209 -0.4496 -0.8358 0.3476 -0.183
N -0.028 -0.177 2.204 0.0581 0.5879 -0.1790 0.034
O -0.298 -2.538 -0.368 -0.4234 0.4104 -0.1147 -0.092
H -4.568 -3.910 -0.208 0.0570 0.0441 -0.1025 0.049
H -4.863 -5.042 1.075 -0.1955 -0.1108 -0.0375 0.083
H -5.854 -3.562 0.934 -0.1605 -0.1853 0.0934 0.077
H -4.062 -3.529 2.801 -0.1668 -0.0186 0.0798 0.108
H -4.093 -2.173 1.717 -0.1580 0.0634 0.0060 0.088
H -1.853 -2.521 1.658 0.2256 0.0046 -0.0197 0.089
H -1.996 -4.141 2.230 0.1570 -0.0628 0.0174 0.116
H -1.349 -4.759 0.269 -0.1647 -0.1526 0.1061 0.113
H -2.013 -5.015 -2.217 -0.1483 0.1237 0.0633 -0.105
H -3.024 -2.437 -2.200 0.0666 -0.1072 -0.1298 0.120
H -3.466 -2.153 -0.552 0.1252 0.1431 0.3315 0.115
H -1.455 -0.700 -2.116 -0.2402 0.3433 -0.2440 0.189
H -2.911 -0.073 -1.558 -0.0010 -0.0226 -0.1220 0.190
H -2.089 -0.581 0.711 -0.0320 -0.0713 0.1296 0.145
H 0.488 -0.724 -0.911 -0.1237 0.0080 -0.2361 0.157
H 1.654 -0.640 0.987 -0.0291 0.4507 0.1380 0.123
H 0.764 -2.004 1.611 0.1299 -0.2034 -0.3136 0.092
H -0.884 -0.626 2.510 0.1457 -0.2598 0.1189 0.061
H 0.547 -0.142 3.037 0.0127 0.1085 -0.0044 0.088
C 1.040 3.488 -1.921 0.2287 0.3420 -0.1790 -0.022
C 1.130 3.567 -3.424 -0.0472 -0.1939 0.3126 -0.320
C 1.298 2.236 -4.126 -0.0536 -0.0336 -0.0985 -0.109
O 2.039 2.589 -5.295 -0.0027 -0.0514 0.0508 0.060
C 2.743 3.717 -5.009 0.0274 0.0610 0.0862 -0.547
O 3.609 4.154 -5.692 -0.1735 0.1662 0.0431 0.161
O 2.326 4.250 -3.839 -0.0572 -0.0254 -0.1478 0.098
H 0.848 4.468 -1.490 -0.0253 -0.1213 -0.0267 0.068
H 0.236 2.818 -1.618 -0.0334 -0.0050 -0.0130 0.062
H 1.981 3.132 -1.499 -0.0273 -0.0933 -0.0181 0.102
H 0.275 4.113 -3.832 0.0227 0.0000 -0.0736 0.159
H 0.353 1.775 -4.409 0.0248 0.0348 -0.1433 0.130
H 1.889 1.528 -3.538 0.0016 0.0473 0.0776 0.135
C -2.536 8.016 0.423 0.0787 -0.1224 -0.3370 -0.016
C -1.914 6.873 1.183 -0.2878 0.3232 -0.0791 -0.322
C -0.971 7.287 2.290 -0.0059 -0.0282 0.0665 -0.080
O -0.051 6.186 2.329 0.0349 0.0613 -0.0436 0.074
C -0.033 5.617 1.107 -0.0664 0.0059 -0.0098 -0.566
O 0.756 4.797 0.754 -0.0308 -0.0446 0.1398 0.141
O -1.036 6.096 0.334 0.0641 -0.0820 0.2591 0.072
H -3.257 7.647 -0.305 -0.0511 0.0015 0.0555 0.088
H -3.050 8.693 1.104 -0.0089 -0.0282 0.0369 0.095
H -1.772 8.569 -0.125 0.0431 0.0591 0.1129 0.093
H -2.691 6.204 1.562 0.0473 -0.0321 0.0380 0.130
H -1.461 7.404 3.252 0.0624 -0.1364 0.0479 0.141
H -0.417 8.198 2.052 -0.0152 0.0000 -0.0649 0.142
C 0.083 -7.064 5.392 -0.3146 0.0949 -0.1226 -0.016
C 0.862 -5.962 4.723 -0.0002 -0.2584 0.2169 -0.310
C 1.743 -5.147 5.646 0.1048 -0.0506 -0.0022 -0.070
O 1.751 -3.861 5.000 -0.0292 -0.0005 0.0823 0.077
C 0.621 -3.753 4.286 0.0487 -0.0281 -0.0465 -0.565
O 0.241 -2.739 3.776 -0.0790 -0.0277 -0.0454 0.126
O -0.020 -4.933 4.204 0.0723 0.0291 -0.0779 0.079
H -0.468 -7.649 4.656 0.0512 -0.0361 -0.0050 0.088
H 0.755 -7.732 5.929 0.0405 0.0062 -0.0182 0.098
H -0.643 -6.649 6.091 0.0948 0.0260 0.0862 0.095
H 1.440 -6.354 3.883 0.0315 0.0907 -0.0316 0.159
H 2.755 -5.531 5.730 0.0549 0.1219 -0.1020 0.145
H 1.314 -5.030 6.643 -0.0624 -0.0226 -0.0151 0.143
C 4.541 -2.967 -0.808 0.1638 -0.1624 -0.1987 -0.016
C 3.967 -4.132 -0.043 0.0967 0.2795 -0.0564 -0.331
C 3.977 -3.974 1.464 -0.1545 0.0168 0.0951 -0.096
O 4.085 -5.328 1.913 -0.0185 0.0655 0.0338 0.050
C 4.700 -6.044 0.931 0.0207 -0.0130 -0.1004 -0.557
O 5.106 -7.148 1.060 -0.0227 -0.0444 0.0244 0.181
O 4.773 -5.310 -0.207 -0.1003 -0.0453 0.0904 0.091
H 4.434 -3.120 -1.881 -0.0335 0.0159 0.0052 0.089
H 4.032 -2.041 -0.537 -0.0217 -0.0109 0.0282 0.081
H 5.606 -2.861 -0.600 -0.0210 0.0461 0.1072 0.098
H 2.959 -4.366 -0.401 -0.0186 -0.0401 0.0606 0.154
H 3.066 -3.523 1.854 -0.0216 -0.0969 0.0662 0.124
H 4.842 -3.412 1.825 0.0319 0.0230 -0.0924 0.144
C -6.486 1.984 4.770 0.3144 0.0149 0.0252 -0.020
C -6.724 3.362 4.209 -0.0889 -0.2731 0.0638 -0.319
C -7.620 3.413 2.989 -0.0948 0.0605 0.0321 -0.085
O -7.118 4.559 2.287 0.0389 -0.0795 -0.0265 0.074
C -5.825 4.723 2.636 -0.0272 0.0536 0.0773 -0.580
O -5.066 5.462 2.093 0.1114 -0.0441 -0.0821 0.137
O -5.505 3.929 3.682 -0.0594 0.0377 -0.0281 0.072
H -5.894 2.036 5.683 -0.0424 0.0079 0.0239 0.090
H -7.433 1.497 5.000 -0.0264 0.0289 0.0004 0.095
H -5.932 1.372 4.056 -0.1033 -0.0087 -0.0705 0.087
H -7.090 4.034 4.988 -0.0039 0.0630 -0.0441 0.162
H -8.671 3.550 3.228 0.0064 0.1371 -0.0533 0.142
H -7.506 2.535 2.349 0.0408 -0.0333 0.0441 0.138
C 5.377 2.224 -7.165 0.2306 -0.2951 0.1998 -0.028
C 6.806 2.051 -7.612 -0.3073 -0.0130 -0.0780 -0.322
C 6.993 1.289 -8.907 0.0688 0.0318 -0.0805 -0.096
O 8.271 0.669 -8.721 -0.0874 -0.0076 0.0102 0.062
C 8.469 0.522 -7.387 0.0116 0.0051 0.0313 -0.567
O 9.335 -0.127 -6.900 0.0215 -0.0136 0.0114 0.166
O 7.537 1.216 -6.692 0.0688 0.0512 -0.0604 0.081
H 5.328 2.836 -6.273 0.0013 0.0898 -0.0184 0.063
H 4.779 2.701 -7.940 0.0251 0.0572 -0.0015 0.097
H 4.942 1.252 -6.923 -0.0137 -0.0250 -0.1384 0.094
H 7.312 3.019 -7.657 0.0648 -0.0252 -0.0167 0.160
H 7.011 1.929 -9.786 0.1384 -0.0272 -0.0160 0.137
H 6.242 0.507 -9.043 -0.0499 0.0233 0.0579 0.137
```
Positions in Å, forces in eV/Å.

For the energy, the calculation gives -3735.23118 Eh. Its LUMO energy is -0.11802 Eh. The calculation puts the largest force on an atom at 0.02264 hartree/bohr. As for the gap between HOMO and LUMO: 8.48 eV. Its charge is +1.